A structure of composition C21H32KN2O3P at a distorted geometry, computed with ωB97M-V/def2-TZVPD.

ΔE to the lowest compared entry with this formula, charge and spin (kcal/mol): 13.1
Total charge: 0
HOMO (eV): -6.311
Total energy (eV): -57032.7607

Each line ends with the natural charge from an NBO analysis.
CARTESIAN COORDINATES (ANGSTROEM)
K (10.140826, -14.419095, -9.239925)  0.94
C (8.246883, -14.737244, -5.798379)  -0.60
C (7.347503, -13.709932, -6.617456)  -0.42
C (7.554936, -12.324116, -6.154997)  0.02
C (7.059560, -12.073673, -4.875227)  -0.23
C (7.204168, -10.774541, -4.321180)  -0.24
C (7.915419, -9.826229, -5.068213)  -0.20
C (8.563998, -10.126154, -6.272427)  -0.04
C (9.758141, -9.278784, -6.732418)  -0.43
C (9.410508, -7.867947, -7.328239)  -0.60
C (8.254245, -11.366685, -6.889433)  0.11
N (8.683333, -11.813288, -8.148329)  -0.58
C (8.618997, -10.926871, -9.116870)  0.16
C (8.890637, -11.194116, -10.535205)  -0.03
C (8.626173, -10.253816, -11.597448)  -0.27
C (8.950473, -10.884571, -12.797753)  -0.35
C (9.510318, -12.113909, -12.405541)  -0.08
N (9.493015, -12.270119, -11.028461)  -0.60
H (7.977477, -15.730385, -6.207859)  0.20
H (7.866972, -14.666150, -4.762065)  0.21
H (9.273430, -14.496478, -5.943175)  0.19
H (6.286129, -14.021622, -6.285153)  0.20
H (7.329050, -13.900947, -7.682407)  0.22
H (6.551610, -12.892495, -4.277770)  0.20
H (7.061564, -10.595569, -3.284048)  0.21
H (8.042160, -8.822686, -4.669018)  0.20
H (10.254036, -9.899380, -7.511814)  0.22
H (10.537380, -9.171817, -5.952193)  0.21
H (8.991381, -7.965478, -8.333154)  0.21
H (10.376792, -7.384575, -7.530104)  0.21
H (8.750756, -7.258531, -6.702340)  0.21
H (8.344750, -9.868263, -8.935261)  0.16
H (8.183432, -9.271702, -11.406863)  0.20
H (8.999150, -10.505781, -13.747916)  0.20
H (9.983748, -12.838619, -13.047107)  0.17
C (6.698961, -19.952492, -6.416620)  -0.62
C (6.435951, -19.138122, -7.703201)  -0.08
O (7.604517, -18.322191, -7.855423)  -0.83
P (7.596378, -17.227475, -9.026338)  1.63
O (7.294838, -18.115879, -10.413148)  -0.86
C (7.256436, -17.411553, -11.715305)  -0.06
C (8.298179, -18.037435, -12.721782)  -0.62
O (9.235311, -16.989017, -9.025632)  -0.90
C (10.215056, -18.116142, -9.335524)  -0.07
C (11.566077, -17.524952, -9.677851)  -0.64
H (5.882367, -20.617566, -6.135400)  0.22
H (7.004947, -19.314594, -5.571843)  0.22
H (7.609352, -20.548764, -6.641932)  0.21
H (5.547548, -18.558750, -7.541228)  0.18
H (6.339717, -19.789336, -8.589820)  0.19
H (7.552584, -16.383257, -11.547199)  0.18
H (6.242922, -17.437469, -12.168113)  0.20
H (8.598305, -17.281505, -13.383636)  0.22
H (7.943037, -18.934297, -13.181750)  0.22
H (9.221374, -18.304830, -12.103855)  0.20
H (9.790078, -18.748531, -10.107508)  0.20
H (10.256689, -18.628515, -8.385319)  0.20
H (11.542211, -16.883250, -10.545551)  0.21
H (12.303520, -18.296935, -9.902104)  0.24
H (12.029684, -16.943306, -8.802818)  0.21

Force components x, y, z for each atom (eV/Å):
K -0.4314 0.7674 -0.0950
C -2.5431 0.3218 -1.1557
C -1.7452 -2.2906 1.2455
C -0.7745 0.0461 0.8417
C -0.1902 1.0416 1.0730
C 0.9736 -1.1463 -1.5858
C 0.1788 -0.1653 0.1429
C 0.1377 -0.1744 0.1612
C -0.4814 0.0729 -1.0001
C 0.9877 -0.9555 -0.2872
C 0.4308 0.0016 0.6251
N 0.2683 1.3189 -1.4247
C 0.4296 -0.8187 -0.7686
C -0.2402 2.3384 0.3610
C -0.7394 -0.0339 1.2344
C 0.7406 -1.0143 2.7716
C -0.0576 0.2411 1.6477
N 0.4434 -2.1756 -1.7823
H 0.5168 0.2388 0.3953
H 0.8694 -0.1594 -0.3926
H 0.9535 -0.0017 0.3210
H 1.3295 0.5277 -0.6256
H 0.4763 0.2533 -0.2074
H 0.6794 1.0976 -0.8581
H -0.8231 0.2817 0.6123
H 0.2556 -0.1632 0.1995
H -0.1850 0.6607 0.3064
H -0.7593 -0.0351 0.0187
H -0.3770 -0.0754 0.2387
H -0.3174 0.3379 0.3995
H 0.2761 -0.1459 -0.0529
H -0.2656 -0.6434 0.1310
H 0.1402 -0.3306 -0.3432
H -0.2381 0.9310 -2.1159
H 0.0277 -0.2118 -0.0037
C 1.2311 -0.1889 -0.7409
C 0.4631 -1.2788 1.2002
O -0.3322 -0.6403 -0.5853
P 0.4252 1.1300 -1.0528
O 0.2067 0.1935 -0.0332
C 0.7166 -0.8993 -0.2210
C 0.3411 -0.2694 3.6201
O 0.7225 -0.8812 -1.1737
C -0.8362 1.3822 1.1151
C 0.6863 0.6294 1.2752
H 0.0108 0.1305 -0.0813
H -0.5038 -0.0050 -0.3655
H -0.6072 -0.0047 0.2834
H -0.4823 0.6543 -0.3267
H -0.1315 0.2866 0.4493
H -0.1521 0.3478 0.0272
H 0.4974 -0.0867 0.6976
H 0.2430 0.8324 -1.3008
H -0.2472 -0.3889 -0.4434
H -1.1238 0.2859 -0.8869
H 0.0031 0.0272 -0.0551
H 0.1382 -0.5446 -0.0014
H -0.1588 0.2812 -0.3350
H -0.1980 -0.2002 0.0214
H -0.8578 -0.7304 -1.1142


A structure of composition C21H32LiNO3S2Si2, computed with ωB97M-V/def2-TZVPD.

ΔE to the lowest compared entry with this formula, charge and spin (kcal/mol): 0.0
Total charge: -2
HOMO (eV): -0.872
Total energy (eV): -67564.5734

Each line ends with the natural charge from an NBO analysis.
CARTESIAN COORDINATES (ANGSTROEM)
Li (0.584915, -0.061421, 0.056909)  0.86
O (3.962907, 0.110347, 1.089186)  -0.78
C (3.235141, 0.659862, 0.233977)  0.78
O (2.344168, 0.103039, -0.454119)  -0.84
C (3.453905, 2.146883, -0.019369)  -0.21
C (4.779551, 2.562912, -0.125573)  -0.13
C (5.128619, 3.878948, -0.383626)  -0.32
C (4.105418, 4.817132, -0.506190)  -0.24
C (2.786697, 4.426751, -0.373926)  -0.25
C (2.398292, 3.089218, -0.133168)  -0.10
S (0.686173, 2.752294, 0.049657)  -0.54
H (5.542998, 1.806758, 0.019046)  0.20
H (6.169395, 4.166714, -0.487264)  0.18
H (4.335138, 5.862699, -0.691812)  0.18
H (1.993549, 5.161581, -0.447988)  0.20
C (-2.930880, -0.804925, 3.159583)  -1.12
Si (-3.571690, 0.079734, 1.604511)  1.70
C (-3.451856, 1.928342, 2.017334)  -1.12
C (-5.448068, -0.284637, 1.564669)  -1.12
C (-2.633314, -0.339623, 0.094933)  -1.32
C (-1.877215, -1.539755, 0.066842)  0.26
C (-2.292330, -2.748900, 0.714416)  -0.30
C (-1.518932, -3.877394, 0.686570)  -0.18
C (-0.304119, -3.877384, -0.010063)  -0.38
C (0.039453, -2.694860, -0.638325)  0.07
N (-0.685383, -1.578047, -0.612830)  -0.60
Si (-2.748305, 0.705038, -1.406101)  1.71
C (-2.837441, 2.574051, -1.131415)  -1.12
C (-1.387977, 0.445983, -2.685267)  -1.11
C (-4.371489, 0.316850, -2.342917)  -1.11
H (-3.173136, -0.178000, 4.025559)  0.21
H (-1.848732, -0.935815, 3.114547)  0.26
H (-3.398423, -1.778838, 3.319940)  0.21
H (-3.671237, 2.067517, 3.082617)  0.21
H (-4.167074, 2.531344, 1.457022)  0.22
H (-2.452922, 2.314728, 1.809554)  0.25
H (-5.945033, -0.008757, 2.501677)  0.20
H (-5.616914, -1.350696, 1.387894)  0.21
H (-5.929894, 0.264904, 0.752172)  0.22
H (-3.256950, -2.770315, 1.205724)  0.19
H (-1.864323, -4.774391, 1.193608)  0.18
H (0.350782, -4.737444, -0.045741)  0.19
H (0.984947, -2.612885, -1.169378)  0.19
H (-1.975233, 2.957803, -0.584373)  0.26
H (-3.754061, 2.891722, -0.631828)  0.21
H (-2.832946, 3.041649, -2.123642)  0.21
H (-0.421847, 0.797737, -2.321075)  0.26
H (-1.655816, 1.027408, -3.576093)  0.20
H (-1.282934, -0.602844, -2.964362)  0.23
H (-5.241756, 0.514616, -1.711522)  0.21
H (-4.402300, -0.740843, -2.619052)  0.22
H (-4.468693, 0.917074, -3.254460)  0.20
C (2.242122, -0.161921, 3.837868)  -0.84
S (1.374624, 0.870032, 2.658370)  1.34
C (0.317171, 1.804600, 3.765266)  -0.84
O (0.440187, -0.090103, 1.981274)  -1.04
H (2.834036, 0.452119, 4.517431)  0.21
H (2.908797, -0.760129, 3.217400)  0.28
H (1.526753, -0.784203, 4.377565)  0.21
H (0.929089, 2.345218, 4.489177)  0.21
H (-0.384233, 1.129320, 4.256264)  0.22
H (-0.198674, 2.510305, 3.116717)  0.27

Force components x, y, z for each atom (eV/Å):
Li -0.1398 0.4179 -0.1791
O 0.0633 -0.0161 -0.0096
C 0.1394 0.1589 0.1250
O -0.0877 -0.3932 -0.1656
C -0.1130 0.0882 0.0682
C -0.0402 -0.0377 0.0201
C -0.0435 0.0501 -0.0392
C 0.0528 -0.0280 0.0177
C -0.0498 -0.0697 0.0371
C 0.1115 -0.0054 0.0034
S 0.0375 -0.0817 0.0519
H 0.0137 0.0030 -0.0190
H 0.0030 0.0151 0.0266
H 0.0176 -0.0064 -0.0221
H -0.0030 0.0064 -0.0137
C -0.1401 0.0930 0.0310
Si 0.1534 -0.0125 -0.2260
C -0.1161 -0.0944 0.1454
C 0.0671 0.0137 0.0680
C -0.2146 0.1292 0.1401
C 0.0386 -0.1064 -0.1530
C -0.0175 -0.0115 0.0560
C -0.0140 -0.0076 0.0118
C 0.0079 0.0339 -0.0507
C -0.0258 -0.0295 0.0312
N 0.1338 -0.0690 0.2121
Si 0.2038 0.0053 0.0610
C -0.0767 -0.0327 -0.1665
C -0.1673 0.0654 -0.0842
C 0.0575 0.0001 0.0213
H 0.0272 -0.0337 0.0215
H 0.0440 -0.0062 -0.0394
H 0.0398 -0.0254 -0.0144
H 0.0216 0.0328 -0.0180
H -0.0098 0.0126 -0.0354
H 0.0306 -0.0140 0.0027
H 0.0056 -0.0010 0.0109
H -0.0211 -0.0123 -0.0039
H 0.0007 0.0098 -0.0330
H -0.0030 0.0243 0.0111
H 0.0140 -0.0069 -0.0098
H -0.0145 -0.0150 0.0032
H 0.0067 -0.0070 -0.0048
H -0.0064 -0.0203 -0.0006
H -0.0220 -0.0084 0.0355
H 0.0239 0.0193 0.0245
H 0.0018 0.0362 0.0102
H 0.0512 0.0015 -0.0288
H -0.0149 0.0001 -0.0040
H -0.0287 0.0103 0.0335
H 0.0050 -0.0131 -0.0153
H 0.0053 -0.0003 -0.0039
C -0.0555 -0.0328 0.1254
S 0.1105 0.2028 -0.2257
C 0.0887 -0.0590 0.0809
O -0.0698 -0.2020 0.1171
H -0.0125 0.0515 -0.0128
H 0.0031 -0.0070 -0.0040
H 0.0023 -0.0024 0.0022
H 0.0117 -0.0044 -0.0092
H -0.0148 -0.0064 -0.0092
H -0.0724 -0.0022 -0.0057


The molecule C21H32N6S, computed with ωB97M-V/def2-TZVPD.

ΔE to the lowest compared entry with this formula, charge and spin (kcal/mol): 5.8
Total charge: 0
SMILES string: CCN1CCN(c2cc(C)c3cc(NC(=S)NCCN(C)C)ccc3n2)CC1
HOMO (eV): -7.461
Total energy (eV): -42072.7513

Each line ends with the natural charge from an NBO analysis.
CARTESIAN COORDINATES (ANGSTROEM)
C (1.094749, -3.170889, -6.778496)  -0.61
C (1.349934, -3.420160, -5.295155)  -0.21
N (2.758374, -3.235852, -4.982813)  -0.45
C (3.161458, -1.838998, -4.857220)  -0.22
C (3.409012, -1.424503, -3.394749)  -0.25
N (2.489924, -2.105470, -2.513490)  -0.41
C (1.582401, -1.409946, -1.785960)  0.42
C (0.749098, -2.056651, -0.827566)  -0.30
C (-0.160972, -1.337973, -0.108719)  0.07
C (-1.034446, -2.007506, 0.907176)  -0.64
C (-0.253332, 0.066709, -0.336799)  -0.06
C (-1.159267, 0.903839, 0.333605)  -0.26
C (-1.183990, 2.259597, 0.083978)  0.12
N (-2.073572, 3.130850, 0.722406)  -0.60
C (-2.575259, 3.098822, 1.985079)  0.30
S (-3.759394, 4.184217, 2.386440)  -0.28
N (-2.085382, 2.181035, 2.848258)  -0.60
C (-2.426858, 2.201041, 4.248957)  -0.25
C (-1.544741, 3.195706, 5.038710)  -0.22
N (-1.878779, 3.381563, 6.429858)  -0.44
C (-3.171926, 3.994339, 6.648744)  -0.42
C (-1.694959, 2.204071, 7.248113)  -0.41
C (-0.317729, 2.804949, -0.885876)  -0.22
C (0.564910, 2.010786, -1.556906)  -0.18
C (0.630935, 0.624207, -1.298754)  0.17
N (1.517188, -0.106251, -1.991628)  -0.51
C (2.570939, -3.548556, -2.526824)  -0.23
C (3.219242, -4.003678, -3.850237)  -0.22
H (0.056680, -3.386707, -7.018595)  0.21
H (1.302628, -2.137963, -7.044169)  0.20
H (1.737256, -3.813188, -7.374235)  0.21
H (0.697015, -2.766977, -4.694032)  0.17
H (1.090300, -4.457409, -5.068507)  0.19
H (2.383629, -1.206633, -5.286000)  0.20
H (4.081347, -1.686000, -5.433780)  0.19
H (4.433747, -1.675091, -3.095633)  0.18
H (3.252597, -0.354394, -3.267164)  0.26
H (0.852618, -3.115197, -0.648693)  0.21
H (-0.871479, -1.577936, 1.894959)  0.22
H (-0.819310, -3.072227, 0.953719)  0.22
H (-2.085022, -1.877286, 0.650675)  0.23
H (-1.870488, 0.471973, 1.019743)  0.22
H (-2.383460, 3.929499, 0.184913)  0.42
H (-1.188496, 1.777552, 2.611230)  0.40
H (-3.472755, 2.504664, 4.323066)  0.24
H (-2.311579, 1.187195, 4.639849)  0.19
H (-0.500771, 2.867149, 4.985499)  0.18
H (-1.620600, 4.170291, 4.548118)  0.21
H (-3.289910, 4.838153, 5.972769)  0.21
H (-3.212941, 4.359361, 7.675281)  0.20
H (-4.012914, 3.302606, 6.496620)  0.16
H (-2.454067, 1.425849, 7.074759)  0.16
H (-0.708888, 1.782380, 7.058194)  0.20
H (-1.747945, 2.499308, 8.296091)  0.20
H (-0.366063, 3.865384, -1.088466)  0.22
H (1.230222, 2.418118, -2.301606)  0.22
H (3.156016, -3.921227, -1.672914)  0.19
H (1.563531, -3.970524, -2.465982)  0.20
H (2.996097, -5.059662, -4.017779)  0.21
H (4.305451, -3.896360, -3.798063)  0.20

Force components x, y, z for each atom (eV/Å):
C -0.0698 -0.0884 0.2992
C -0.0158 0.0226 -0.3035
N -0.0752 -0.1389 0.0342
C 0.2658 0.1060 0.0420
C 0.1298 0.1413 -0.2557
N 0.1037 -0.1840 -0.2272
C -0.1604 0.6640 0.0705
C -0.1666 0.0217 0.1377
C 0.1629 -0.1036 -0.1526
C 0.0664 0.0000 -0.0784
C 0.4128 0.1536 -0.3709
C -0.1357 0.2963 -0.0122
C 0.1981 -0.5893 0.0714
N -0.0054 0.1932 -0.1447
C -0.0256 -0.0083 0.0425
S -0.4777 0.4502 0.1416
N 0.3549 0.0872 -0.4336
C -0.0056 0.1739 0.5599
C -0.0776 -0.0653 -0.2496
N 0.0257 -0.0482 0.0676
C 0.0989 0.0185 0.0427
C -0.0028 0.1276 -0.0139
C 0.0982 -0.0850 -0.0078
C -0.1856 0.1022 0.0817
C -0.4562 -0.1487 0.4498
N 0.2842 -0.3836 -0.2272
C 0.0517 -0.2404 0.0405
C -0.0543 0.0199 0.1521
H -0.1327 0.0389 -0.0932
H 0.0051 0.1226 -0.0652
H 0.0592 -0.0605 -0.0710
H 0.0046 -0.0869 0.0481
H -0.0251 0.0284 0.0634
H 0.0104 0.0227 -0.0216
H -0.0614 0.1848 0.0334
H -0.0277 0.0705 -0.0278
H 0.1884 -0.1559 -0.0686
H -0.0095 -0.0882 0.0328
H -0.0491 0.0128 0.0867
H -0.0195 -0.0389 0.0269
H -0.0912 -0.0050 0.0500
H -0.0633 -0.0156 0.0670
H -0.0736 -0.1380 0.2136
H -0.1031 -0.0596 -0.0661
H 0.0998 -0.1583 0.0317
H -0.0553 0.0305 -0.0139
H -0.0076 0.0254 -0.0679
H 0.0515 -0.0883 -0.0739
H -0.0684 0.0577 -0.0290
H -0.1033 0.0247 0.0349
H -0.0623 0.0060 -0.0182
H -0.0051 -0.0488 0.0185
H 0.0512 -0.0733 0.0323
H 0.0003 -0.0972 0.0726
H 0.0340 0.1135 -0.0095
H 0.0762 0.0394 -0.0768
H -0.0933 -0.0870 -0.0269
H 0.0651 0.0031 0.0316
H 0.0798 0.0271 0.0681
H -0.0127 -0.1009 0.0618